(1)
The following is a quantum chemistry calculation of a structure of composition C39H42N4PSTcTe, from OMol25.

Calculated values
* frontier orbital gap (alpha / beta): 5.50 / 5.90 eV
* HOMO (alpha / beta): -9.652 / -9.648 eV
* multiplicity: 2
* ΔE to the lowest compared entry with this formula, charge and spin: 0.0 kcal/mol
* total charge: +1

Each line ends with the Löwdin spin population.
Geometry (Å):
Tc (-0.656, -0.909, 0.110)  0.91
C (3.151, -1.926, 1.252)  0.00
C (2.493, -2.601, 0.048)  0.00
C (2.202, -1.682, -1.131)  0.00
N (0.871, -1.059, -1.258)  -0.01
C (0.637, -0.485, -2.461)  0.01
C (1.634, -0.377, -3.445)  0.02
C (1.618, 0.154, -4.726)  0.01
C (0.606, 0.771, -5.436)  0.02
C (-0.684, 0.983, -4.983)  0.01
C (-1.264, 0.610, -3.786)  0.02
C (-0.750, -0.064, -2.662)  0.01
N (-1.548, -0.394, -1.641)  0.02
C (-2.985, -0.475, -1.874)  0.00
C (-3.613, -1.554, -1.004)  0.00
C (-2.744, -2.799, -0.893)  0.00
N (-1.616, -2.578, 0.022)  -0.01
C (-1.273, -3.604, 0.882)  0.00
C (-1.601, -4.911, 0.618)  0.00
C (-1.379, -6.091, 1.364)  0.00
C (-0.940, -6.222, 2.643)  0.00
C (-0.566, -5.171, 3.511)  0.00
C (-0.348, -3.859, 3.232)  0.00
C (-0.429, -3.149, 1.985)  0.01
N (0.147, -1.994, 1.778)  0.00
C (1.144, -1.495, 2.727)  0.00
C (2.319, -0.884, 1.989)  0.00
H (4.078, -1.458, 0.905)  0.00
H (3.457, -2.699, 1.964)  0.00
H (1.606, -3.172, 0.316)  0.00
H (3.210, -3.337, -0.325)  0.00
H (2.337, -2.286, -2.032)  0.00
H (2.973, -0.902, -1.160)  0.00
H (2.606, -0.746, -3.166)  0.00
H (2.571, 0.088, -5.240)  0.00
H (0.848, 1.130, -6.428)  0.00
H (-1.344, 1.514, -5.661)  0.00
H (-2.298, 0.909, -3.685)  0.00
H (-3.155, -0.746, -2.921)  0.00
H (-3.480, 0.486, -1.695)  0.00
H (-4.576, -1.827, -1.441)  0.00
H (-3.812, -1.188, 0.002)  0.00
H (-2.368, -3.108, -1.875)  0.00
H (-3.365, -3.604, -0.501)  0.00
H (-2.071, -5.082, -0.341)  0.00
H (-1.653, -7.005, 0.851)  0.00
H (-0.913, -7.222, 3.058)  0.00
H (-0.408, -5.455, 4.546)  0.00
H (-0.068, -3.245, 4.077)  0.00
H (1.520, -2.306, 3.353)  0.00
H (0.672, -0.763, 3.384)  0.00
H (2.944, -0.359, 2.715)  0.00
H (1.942, -0.131, 1.296)  0.00
C (-1.215, 2.700, -0.463)  0.00
P (0.154, 1.656, 0.140)  0.00
C (1.473, 2.062, -1.073)  0.00
C (1.208, 2.737, -2.261)  0.00
C (2.237, 3.073, -3.132)  0.00
C (3.545, 2.730, -2.831)  0.00
C (3.823, 2.062, -1.644)  0.00
C (2.797, 1.739, -0.771)  0.00
C (0.767, 2.642, 1.560)  0.00
C (1.311, 3.906, 1.312)  0.00
C (1.745, 4.703, 2.358)  0.00
C (1.649, 4.250, 3.667)  0.00
C (1.112, 2.999, 3.923)  0.00
C (0.671, 2.202, 2.874)  0.00
H (-0.863, 3.717, -0.639)  0.00
H (-1.991, 2.725, 0.295)  0.00
H (-1.632, 2.285, -1.381)  0.00
H (0.195, 3.011, -2.525)  0.00
H (2.009, 3.605, -4.046)  0.00
H (4.348, 2.996, -3.506)  0.00
H (4.844, 1.810, -1.389)  0.00
H (3.040, 1.260, 0.170)  0.00
H (1.408, 4.268, 0.296)  0.00
H (2.163, 5.679, 2.148)  0.00
H (1.992, 4.873, 4.483)  0.00
H (1.029, 2.640, 4.941)  0.00
H (0.223, 1.244, 3.086)  0.00
Te (-2.177, -0.170, 2.265)  -0.03
C (-3.247, 1.594, 1.957)  0.00
C (-3.064, 2.793, 2.589)  0.00
C (-3.970, 3.797, 2.149)  0.00
C (-4.825, 3.344, 1.191)  0.00
S (-4.538, 1.698, 0.828)  0.00
H (-2.299, 2.953, 3.336)  0.00
H (-3.988, 4.805, 2.535)  0.00
H (-5.614, 3.889, 0.698)  0.00


(2)
The following is a quantum chemistry calculation of a structure of composition C33H26Cl2N4O7TeW, from OMol25.

Calculated values
* frontier orbital gap (alpha / beta): 4.27 / 4.27 eV
* HOMO (alpha / beta): -0.154 / -0.154 eV
* total charge: -2

Each line ends with the Mulliken charge.
Geometry (Å):
W (0.356, -0.054, -0.858)  0.13
O (-3.447, 0.494, -5.695)  -0.59
C (-2.539, 0.352, -4.670)  1.23
C (-1.648, -0.712, -4.627)  -0.62
C (-0.773, -0.799, -3.565)  0.18
N (-0.809, 0.083, -2.561)  0.52
C (-1.583, 1.184, -2.660)  0.21
C (-2.475, 1.343, -3.702)  -0.54
C (-1.202, 2.309, -1.720)  0.00
O (-1.857, 3.346, -1.711)  -0.87
O (-0.107, 2.072, -1.087)  -0.47
C (0.405, -1.737, -3.460)  0.01
O (0.560, -2.631, -4.292)  -0.87
O (1.179, -1.380, -2.514)  -0.47
H (-3.370, -0.276, -6.265)  0.28
H (-1.579, -1.465, -5.404)  0.39
H (-3.078, 2.239, -3.743)  0.55
C (4.026, 2.308, -1.673)  -1.72
C (3.236, 1.148, -1.111)  1.42
O (2.086, 0.984, -1.620)  -0.59
C (3.814, 0.326, -0.158)  -1.79
C (3.244, -0.905, 0.259)  1.44
C (4.125, -1.852, 1.027)  -1.69
N (2.010, -1.251, -0.011)  0.75
N (1.730, -2.586, 0.297)  -0.90
C (0.499, -2.870, 0.004)  0.09
O (-0.341, -2.045, -0.496)  -0.44
C (0.017, -4.254, 0.261)  0.50
C (-1.338, -4.537, 0.121)  -0.18
C (-1.816, -5.815, 0.373)  -0.89
C (-0.946, -6.823, 0.765)  -0.36
C (0.408, -6.542, 0.909)  -0.67
C (0.886, -5.265, 0.661)  -0.34
H (3.378, 3.181, -1.745)  0.35
H (4.360, 2.059, -2.683)  0.41
H (4.900, 2.540, -1.063)  0.37
H (4.816, 0.548, 0.181)  0.12
H (5.044, -1.347, 1.324)  0.44
H (4.372, -2.718, 0.410)  0.28
H (3.602, -2.233, 1.904)  0.33
H (-2.001, -3.735, -0.177)  0.47
H (-2.874, -6.023, 0.264)  0.38
H (-1.320, -7.822, 0.960)  0.36
H (1.093, -7.325, 1.216)  0.36
H (1.936, -5.025, 0.768)  0.45
C (2.017, 3.528, 0.988)  -0.97
Te (1.486, 1.588, 1.753)  0.40
C (-0.360, 2.613, 2.101)  -0.70
C (0.009, 4.045, 2.344)  0.34
C (-0.775, 4.916, 3.090)  -0.62
C (-0.382, 6.234, 3.293)  -0.51
C (0.806, 6.690, 2.743)  -0.52
C (1.593, 5.825, 1.991)  -0.62
C (1.206, 4.508, 1.786)  0.54
H (1.700, 3.539, -0.057)  0.18
H (3.089, 3.710, 1.061)  0.60
H (-0.900, 2.162, 2.931)  0.53
H (-0.934, 2.480, 1.182)  0.09
H (-1.703, 4.554, 3.517)  0.43
H (-1.002, 6.898, 3.884)  0.37
H (1.124, 7.714, 2.903)  0.36
H (2.524, 6.178, 1.560)  0.40
Cl (-3.990, -0.032, -0.990)  -0.22
C (-3.458, -0.645, 0.554)  0.73
C (-4.389, -1.313, 1.317)  -0.63
C (-4.043, -1.857, 2.548)  -0.44
C (-2.730, -1.713, 2.969)  -0.68
C (-1.810, -1.043, 2.187)  1.55
Cl (-0.178, -0.971, 2.813)  -0.26
C (-2.085, -0.430, 0.921)  -1.80
N (-1.236, 0.266, 0.188)  0.33
H (-5.397, -1.410, 0.931)  0.39
H (-4.770, -2.386, 3.150)  0.34
H (-2.395, -2.136, 3.908)  0.38


(3)
The following is a quantum chemistry calculation of a cluster of 2 separate species, C2H3ClO2S in total, from OMol25.

Calculated values
* frontier orbital gap (alpha / beta): 8.33 / 8.33 eV
* HOMO (alpha / beta): -10.785 / -10.787 eV
* ΔE to the lowest compared entry with this formula, charge and spin: 102.7 kcal/mol

Each line ends with the natural charge from an NBO analysis.
Geometry (Å):
C (0.324, -0.025, -0.490)  -0.70
C (-0.428, 0.701, 0.599)  -0.24
O (2.050, 1.641, 0.961)  -0.87
O (0.861, 2.716, -0.921)  -0.84
S (0.957, 1.635, 0.019)  2.10
Cl (-2.765, 1.366, 0.282)  -0.30
H (0.796, -0.936, -0.267)  0.26
H (-0.013, -0.181, -1.641)  0.31
H (-0.719, 0.255, 1.560)  0.27


(4)
The following is a quantum chemistry calculation of a structure of composition C26H31Br24I2N2O7P, from OMol25.

Calculated values
* frontier orbital gap: 7.29 eV
* HOMO: -9.001 eV

Each line ends with the Mulliken charge.
Geometry (Å):
C (5.210, -3.736, 2.160)  -0.87
C (5.127, -2.106, 2.141)  -0.17
N (4.225, -1.579, 1.080)  0.15
C (3.301, -0.556, 1.548)  -0.31
C (2.164, -1.010, 2.492)  0.23
C (1.109, 0.007, 2.996)  -0.54
C (1.114, 1.504, 2.621)  0.71
P (-0.230, 2.584, 3.340)  0.99
O (-1.598, 2.297, 2.674)  -0.54
O (0.075, 4.250, 3.340)  -0.52
O (-0.411, 2.151, 5.003)  -0.46
C (2.265, 1.974, 1.649)  -0.18
C (2.219, 3.521, 1.223)  -0.64
C (0.855, 3.765, 0.369)  0.10
O (0.616, 4.977, 0.094)  -0.54
C (3.354, 0.966, 1.120)  1.28
C (4.524, 1.443, 0.111)  -1.46
I (6.534, 0.918, 0.890)  0.15
C (4.277, 0.927, -1.420)  -0.36
C (2.883, 0.156, -1.633)  -0.47
I (5.990, -0.218, -2.231)  0.08
C (0.156, -0.902, 3.871)  0.10
O (-0.863, -0.671, 4.563)  -0.51
N (0.487, -2.359, 3.841)  0.22
C (-0.594, -3.260, 3.335)  -0.76
C (-0.750, -3.302, 1.743)  -0.56
C (-1.387, -1.982, 1.094)  0.66
O (-1.323, -2.113, -0.378)  -0.53
C (1.753, -2.409, 3.098)  0.04
O (2.264, -3.553, 3.040)  -0.56
H (4.705, -4.170, 3.103)  0.14
H (4.672, -4.145, 1.224)  0.25
H (6.289, -4.117, 2.187)  0.30
H (4.813, -1.724, 3.185)  0.30
H (6.227, -1.767, 2.030)  0.15
H (4.714, -1.320, 0.214)  0.11
H (0.668, 4.434, 4.112)  0.34
H (0.466, 1.777, 5.271)  0.32
H (3.063, 3.846, 0.533)  0.25
H (2.275, 4.214, 2.141)  0.26
H (0.150, 2.917, 0.055)  0.33
H (4.575, 2.593, 0.033)  0.30
H (4.228, 1.856, -2.106)  0.50
H (2.840, -0.880, -1.148)  0.30
H (2.000, 0.815, -1.292)  0.13
H (2.739, 0.005, -2.766)  0.02
H (-0.312, -4.333, 3.661)  0.30
H (-1.606, -3.059, 3.852)  0.31
H (0.201, -3.568, 1.171)  0.24
H (-1.498, -4.157, 1.517)  0.38
H (-2.512, -1.882, 1.331)  -0.16
H (-0.840, -1.012, 1.344)  -0.16
H (-1.319, -1.172, -0.674)  0.29
C (3.626, 0.408, -6.161)  0.28
Br (2.811, 1.793, -5.073)  0.03
Br (5.560, 0.540, -6.165)  -0.02
Br (3.024, -1.364, -5.645)  0.02
H (3.293, 0.572, -7.186)  -0.38
C (-5.491, -0.602, 1.944)  -0.26
Br (-5.935, -1.009, 0.100)  -0.08
Br (-5.110, -2.207, 2.964)  -0.03
Br (-4.053, 0.693, 2.071)  0.22
H (-6.372, -0.143, 2.390)  0.25
C (-7.638, 2.562, -1.027)  -0.20
Br (-8.805, 2.745, -2.565)  -0.03
Br (-6.712, 4.217, -0.622)  0.00
Br (-8.585, 1.871, 0.517)  -0.01
H (-6.878, 1.827, -1.289)  0.23
C (-7.229, -1.364, 6.675)  -0.32
Br (-6.834, 0.097, 5.462)  0.06
Br (-8.633, -0.900, 7.930)  -0.04
Br (-7.627, -3.004, 5.718)  -0.05
H (-6.328, -1.546, 7.258)  0.36
C (-3.606, 2.463, 7.303)  -0.32
Br (-4.633, 2.285, 8.940)  -0.06
Br (-2.966, 0.749, 6.662)  0.04
Br (-4.592, 3.425, 5.935)  -0.04
H (-2.729, 3.061, 7.541)  0.36
C (-0.940, 1.741, -7.502)  -0.40
Br (-2.526, 0.787, -6.924)  -0.01
Br (-0.527, 3.232, -6.331)  -0.06
Br (0.576, 0.550, -7.718)  0.15
H (-1.158, 2.159, -8.483)  0.41
C (3.667, 0.895, -10.964)  -0.31
Br (2.384, 1.716, -12.164)  -0.02
Br (4.184, 2.095, -9.530)  -0.02
Br (3.031, -0.807, -10.284)  -0.04
H (4.564, 0.690, -11.547)  0.37
C (-2.136, -3.534, -6.995)  -0.38
Br (-1.079, -2.954, -8.514)  -0.01
Br (-1.373, -2.934, -5.316)  0.02
Br (-3.996, -3.012, -7.170)  -0.03
H (-2.110, -4.623, -6.986)  0.37


(5)
The following is a quantum chemistry calculation of a structure of composition C20H37N6O6P2SZr, from OMol25.

Calculated values
* frontier orbital gap: 8.63 eV
* HOMO: -17.007 eV
* ΔE to the lowest compared entry with this formula, charge and spin: 29.5 kcal/mol
* total charge: +3

Each line ends with the Mulliken charge.
Geometry (Å):
Zr (0.059, 0.299, -0.095)  -0.15
N (-0.203, -2.074, 0.282)  -0.21
C (1.081, -2.692, 0.716)  -1.07
C (2.157, -1.610, 0.862)  -0.25
N (1.606, -0.359, 1.457)  0.53
C (2.667, 0.686, 1.571)  -0.80
C (3.287, 1.019, 0.226)  -1.13
N (2.191, 1.260, -0.746)  -0.08
C (1.064, -0.601, 2.829)  -0.77
C (-0.101, 0.335, 3.098)  -0.62
N (-1.081, 0.131, 2.005)  -0.34
H (-0.434, -2.413, -0.644)  0.22
H (-0.956, -2.398, 0.878)  0.34
H (0.943, -3.234, 1.648)  0.44
H (1.435, -3.420, -0.011)  0.40
H (2.980, -1.995, 1.470)  0.40
H (2.536, -1.378, -0.135)  0.35
H (2.204, 1.583, 1.985)  0.44
H (3.456, 0.355, 2.251)  0.48
H (3.929, 1.893, 0.342)  0.49
H (3.924, 0.210, -0.125)  0.41
H (1.957, 2.247, -0.692)  0.36
H (2.534, 1.119, -1.690)  -0.03
H (0.711, -1.626, 2.912)  0.31
H (1.843, -0.464, 3.580)  0.42
H (-0.518, 0.121, 4.082)  0.56
H (0.217, 1.377, 3.088)  0.31
H (-1.621, -0.708, 2.188)  0.39
H (-1.761, 0.884, 2.024)  0.09
N (-3.101, 3.767, -1.729)  -0.06
C (-2.574, 2.773, -0.727)  0.36
C (-3.157, 3.111, 0.647)  -1.69
P (-2.989, 1.018, -1.216)  0.93
O (-2.591, 1.075, -2.795)  -0.41
O (-4.385, 0.665, -1.022)  -0.75
O (-1.895, 0.175, -0.524)  -0.46
P (-0.731, 3.023, -0.716)  0.86
O (-0.190, 2.022, -1.902)  0.10
O (-0.467, 4.421, -1.057)  -0.81
O (-0.136, 2.271, 0.482)  -0.26
H (-4.018, 4.131, -1.455)  0.40
H (-3.195, 3.356, -2.661)  0.32
H (-2.424, 4.552, -1.766)  0.39
H (-4.202, 2.803, 0.712)  0.50
H (-3.068, 4.179, 0.855)  0.47
H (-2.607, 2.601, 1.434)  0.24
H (-3.320, 0.684, -3.313)  0.31
H (-0.167, 2.397, -2.798)  0.13
N (0.375, -0.664, -2.012)  0.95
S (1.165, -1.065, -3.384)  -0.07
C (-0.077, -1.840, -4.439)  0.65
C (0.161, -1.913, -5.805)  -0.52
C (-0.786, -2.517, -6.617)  -0.69
C (-1.947, -3.044, -6.067)  -0.56
C (-2.160, -2.989, -4.697)  -0.90
C (-1.216, -2.393, -3.871)  -0.06
C (1.488, 0.447, -4.317)  0.70
C (2.811, 0.851, -4.432)  -0.56
C (3.108, 2.017, -5.130)  -0.69
C (2.086, 2.763, -5.697)  -0.66
C (0.762, 2.343, -5.581)  -0.46
C (0.455, 1.176, -4.898)  -0.86
H (-0.570, -0.362, -2.278)  -0.13
H (1.066, -1.504, -6.237)  0.53
H (-0.611, -2.581, -7.682)  0.45
H (-2.685, -3.510, -6.707)  0.44
H (-3.050, -3.425, -4.264)  0.48
H (-1.374, -2.376, -2.802)  0.30
H (3.607, 0.251, -4.004)  0.60
H (4.137, 2.328, -5.246)  0.49
H (2.321, 3.660, -6.254)  0.47
H (-0.025, 2.911, -6.061)  0.52
H (-0.566, 0.820, -4.849)  0.55


(6)
The following is a quantum chemistry calculation of the molecule C2H5N3S, from OMol25.

Calculated values
* frontier orbital gap: 9.64 eV
* structure (SMILES): [H]/N=C(N)/C=N\S
* HOMO: -9.032 eV
* ΔE to the lowest compared entry with this formula, charge and spin: 40.1 kcal/mol

Each line ends with the natural charge from an NBO analysis.
Geometry (Å):
H (-1.728, 1.827, -1.837)  0.33
N (-1.783, 1.502, -0.915)  -0.68
C (-0.996, 0.477, -0.716)  0.36
N (-0.256, -0.238, -1.613)  -0.81
C (-0.901, 0.074, 0.695)  0.05
N (0.142, -0.335, 1.321)  -0.57
S (1.658, -0.572, 0.704)  0.22
H (0.116, -1.132, -1.241)  0.40
H (-0.516, -0.222, -2.560)  0.39
H (-1.807, 0.200, 1.258)  0.21
H (2.069, -1.337, 1.686)  0.11


no.,total energy (Ha),largest force on an atom (eV/Å),M (g mol⁻¹)
1,-2818.5057,0.20,855.43
2,-3274.5139,1.21,972.94
3,-1086.6871,3.49,126.56
4,-64358.3295,5.24,2686.02
5,-2691.7246,2.32,642.79
6,-641.6201,3.06,103.15